Entry 1:
# C4H4N2O

One molecule with the formula C4H4N2O at a distorted geometry (ωB97M-V/def2-TZVPD, the OMol25 dataset).

Computed properties:
- LUMO energy (eV) = -0.57
- energy relative to the best compared isomer or geometry (same formula, charge and spin) (eV) = 3.132
- structure (SMILES) = C=C(C#N)/C=N/O
- HOMO level (eV) = -9.8
- HOMO-LUMO gap (eV) = 9.252
- charge = 0

Each atom is followed by the atoms it is bonded to, with distances in Å.
Geometry (Å):
1 C 0.906 1.482 0.010  C2 1.370, H8 1.113, H9 1.098
2 C 0.840 0.115 -0.048  C1 1.370, C3 1.438, C5 1.509
3 C 2.004 -0.729 -0.035  C2 1.438, N4 1.181
4 N 2.984 -1.382 0.060  C3 1.181
5 C -0.496 -0.583 -0.106  C2 1.509, N6 1.272, H10 1.126
6 N -1.607 0.022 0.035  C5 1.272, O7 1.426
7 O -2.659 -0.940 -0.011  N6 1.426, H11 1.027
8 H 1.915 1.952 0.025  C1 1.113
9 H 0.041 2.154 -0.070  C1 1.098
10 H -0.453 -1.707 -0.132  C5 1.126
11 H -3.475 -0.384 0.272  O7 1.027

Entry 2:
# C3HNO2S

A 2-piece molecular cluster, C3HNO2S overall at a distorted geometry (ωB97M-V/def2-TZVPD, the OMol25 dataset).

Computed properties:
- LUMO energy (eV) = -0.29
- energy relative to the best compared isomer or geometry (same formula, charge and spin) (eV) = 0.435
- HOMO level (eV) = -10.2
- HOMO-LUMO gap (eV) = 9.874
- charge = 0

Each atom is followed by the atoms it is bonded to, with distances in Å.
Geometry (Å):
1 C 2.489 0.142 -0.784  N4 1.184, S7 1.541
2 C 0.638 1.225 0.424  N4 1.372, O5 1.169, H8 1.148
3 C 0.386 -3.756 0.921  O6 1.154
4 N 1.412 0.508 -0.453  C1 1.184, C2 1.372
5 O 0.912 1.402 1.547  C2 1.169
6 O -0.318 -3.097 0.286  C3 1.154
7 S 3.762 -0.584 -1.257  C1 1.541
8 H -0.471 1.297 0.140  C2 1.148

Look up the LUMO energy of the first one. -0.57 eV